The following is a quantum chemistry calculation of the molecule C8H7Cl3 in a non-equilibrium geometry, from OMol25.

Each line ends with the Löwdin charge.
Element x y z (Å)
C1 -0.05050 -0.54621 1.89696  -0.087
C2 0.17928 -1.60904 1.02854  -0.080
C3 -0.31900 0.75712 1.43711  -0.085
C4 0.14093 -1.32982 -0.30086  -0.084
C5 -0.24352 1.01059 0.11106  -0.089
C6 0.00776 -0.06654 -0.75849  -0.336
C7 -0.08066 0.14725 -2.26275  -0.720
C8 0.34743 1.62151 -2.72085  -1.128
Cl1 -1.71891 -0.23863 -2.86799  0.621
Cl2 1.77293 2.05594 -1.85999  0.669
Cl3 0.63024 1.57673 -4.49346  0.560
H1 -0.15817 -0.60769 3.00779  0.114
H2 0.23750 -2.61828 1.43782  0.111
H3 -0.39779 1.44775 2.33459  0.128
H4 0.41750 -2.11145 -1.09479  0.151
H5 -0.47874 1.92503 -0.47323  0.101
H6 0.51646 -0.58855 -2.79392  0.079
H7 -0.26114 2.55349 -2.50255  0.075

Results
- LUMO energy: 0.785 eV
- Charge: 0
- Total energy: -1689.590259 a.u.
- Frontier orbital gap: 10.2 eV
- SMILES: ClC(Cl)[C@H](Cl)c1ccccc1
- ΔE to the lowest compared entry with this formula, charge and spin: 2.6 kcal/mol